35
Properties=species:S:1:pos:R:3:lowdin_charge:R:1 method="wB97M-V/def2-TZVPD" spin_multiplicity=1 e_lumo_ev=-6.221 homo_lumo_gap_ev=2.8
Tl -0.20 -0.50 0.37 1.22
O -3.76 1.97 -1.68 0.14
O -4.31 0.00 2.07 0.12
O -4.37 0.24 -0.60 0.14
O 0.20 2.33 -0.41 0.02
O -3.61 1.49 3.42 0.11
O 2.34 0.17 0.00 -0.35
O -0.64 4.34 0.24 0.04
O 2.36 -4.52 -1.10 0.03
O -2.39 0.87 1.76 -0.07
O 0.97 4.30 -1.16 0.02
O -2.30 0.57 -1.12 -0.04
O 0.93 -5.30 0.33 0.02
O 1.07 -3.08 0.02 -0.01
N -3.44 0.79 2.44 -0.57
N -3.51 0.91 -1.12 -0.57
C -1.56 3.76 1.16 -0.03
C 0.16 3.54 -0.42 -0.60
C 1.92 3.65 -1.97 -0.03
C 1.45 -4.21 -0.21 -0.61
C 3.07 -3.43 -1.70 -0.02
C 0.49 -5.20 1.66 -0.04
H -1.92 4.56 1.81 0.10
H 1.58 3.58 -3.01 0.10
H 2.99 0.88 -0.13 -0.05
H 2.42 -2.81 -2.31 0.10
H -0.16 -4.32 1.79 0.09
H -2.44 3.35 0.66 0.09
H -0.08 -6.09 1.88 0.10
H 3.85 -3.91 -2.29 0.10
H 2.23 2.68 -1.60 0.08
H -1.07 3.02 1.79 0.09
H 2.80 4.30 -1.99 0.10
H 3.60 -2.83 -0.97 0.10
H 1.30 -5.08 2.38 0.10


22
Properties=species:S:1:pos:R:3:lowdin_charge:R:1 method="wB97M-V/def2-TZVPD" de_lowest_kcal_mol=45.7 spin_multiplicity=1 e_lumo_ev=-4.168 homo_lumo_gap_ev=9.1 charge=+1
S 0.31 2.93 -1.94 1.04
N 0.66 0.92 -0.41 -0.13
N 1.21 0.11 0.59 0.04
C -0.42 -1.78 1.11 -0.23
C -0.54 1.36 -2.37 -0.35
C 0.92 -1.33 0.49 -0.18
C -1.07 -0.78 2.07 -0.10
C 1.17 2.06 -0.75 -0.33
C -0.63 0.63 -1.04 -0.15
H -0.23 -2.69 1.67 0.11
H -0.34 -0.29 2.71 0.08
H 0.17 0.84 -3.02 0.10
H 2.08 2.43 -0.31 0.12
H -1.63 0.00 1.55 0.05
H -1.11 -2.04 0.31 0.10
H -1.50 1.54 -2.84 0.10
H -1.77 -1.31 2.71 0.08
H -0.76 -0.43 -1.21 0.12
H -1.44 1.01 -0.41 0.14
H 1.73 -1.81 1.03 0.13
H 2.20 0.29 0.63 0.14
H 1.00 -1.67 -0.55 0.12


22
Properties=species:S:1:pos:R:3:lowdin_charge:R:1 method="wB97M-V/def2-TZVPD" de_lowest_kcal_mol=131.9 spin_multiplicity=1 e_lumo_ev="-5.171 / -4.594" homo_lumo_gap_ev="8.1 / 8.6" charge=+1
S -1.55 -1.44 0.41 0.98
N -0.32 1.39 -0.97 0.14
N 1.01 -1.33 -0.48 -0.02
C -2.65 -0.02 1.05 -0.41
C -3.68 0.31 -0.08 -0.17
C -0.30 1.46 -2.19 -0.12
C 2.23 -0.71 -0.99 -0.24
C 3.39 -0.94 -0.04 -0.08
C -0.13 -0.78 -0.25 -0.40
H 3.15 -0.64 1.02 0.11
H 2.25 0.36 -1.13 0.10
H -4.22 1.25 0.36 0.12
H -4.46 -0.48 -0.14 0.07
H 2.44 -1.20 -1.98 0.15
H -3.23 0.41 -1.08 0.06
H 0.07 0.91 -3.02 0.08
H 3.84 -1.93 -0.15 0.08
H -0.64 2.53 -2.46 0.14
H 4.21 -0.41 -0.56 0.09
H 1.15 -2.30 -0.15 0.17
H -3.30 -0.29 2.00 0.14
H -2.07 0.79 1.24 0.01


22
Properties=species:S:1:pos:R:3:lowdin_charge:R:1 method="wB97M-V/def2-TZVPD" de_lowest_kcal_mol=55.7 spin_multiplicity=1 smiles="C/C=C(/C)C(N)=C(N)N" e_lumo_ev=0.897 homo_lumo_gap_ev=7.9
N 1.54 0.73 -1.59 0.08
N 0.85 -2.14 0.26 0.11
N 2.12 0.68 0.64 0.11
C 1.15 0.32 -0.28 -0.41
C -0.94 -0.49 -0.29 -0.28
C -0.80 1.57 1.29 -0.13
C -0.89 0.94 -0.09 -0.15
C 0.36 -0.89 -0.11 -0.30
C -2.13 -1.30 -0.71 -0.05
H 0.87 0.40 -2.28 0.09
H 0.45 -2.59 1.07 0.09
H -2.76 -1.57 0.14 0.07
H -1.82 -2.23 -1.20 0.07
H -1.79 1.85 1.66 0.07
H 1.85 -2.27 0.19 0.08
H -1.46 1.56 -0.79 0.10
H 1.61 1.74 -1.67 0.08
H -0.19 2.48 1.29 0.07
H -2.76 -0.73 -1.40 0.07
H 2.05 0.26 1.55 0.09
H 3.07 0.77 0.30 0.09
H -0.36 0.88 2.01 0.07